DFT (ωB97M-V/def2-TZVPD) results for a cluster of 2 separate species, C5H11NO in total at a distorted geometry.

The geometry in XYZ format:
```
18
Properties=species:S:1:pos:R:3:forces:R:3
N 0.17168 -0.97599 -1.92426 1.05 0.25 -0.17
C -1.07654 -0.85938 -1.34576 -0.76 -0.55 2.73
C -1.31631 -1.29628 -0.07919 1.71 0.24 -0.12
C -0.03889 -1.36789 0.85890 -3.41 -1.20 -1.80
C -0.30964 -0.59453 1.86348 2.64 0.82 5.11
C -2.00956 0.08545 -2.00404 -0.91 -0.10 -1.46
H 0.85078 -1.66316 -1.62355 -0.37 0.10 1.19
H 0.00840 -1.29661 -2.82846 -0.20 0.06 -2.44
H -2.32409 -1.30552 0.45977 1.71 0.40 -1.08
H 0.76122 -2.07484 0.89710 0.00 -0.81 -0.16
H 0.19243 -0.82476 2.93710 -0.67 1.05 -2.58
H -0.81906 0.35220 1.78883 -1.00 -0.36 0.13
H -2.31311 -0.23951 -3.08672 0.06 0.43 1.97
H -2.88022 0.21360 -1.24642 1.31 0.25 -1.95
H -1.36251 0.99300 -2.20908 -1.15 -0.57 0.63
H 2.79986 3.56298 2.69604 -2.60 -0.42 1.48
H 3.39263 4.12562 1.44394 0.76 -1.09 1.89
O 3.62469 3.64809 2.31012 1.84 1.51 -3.37
```
Positions in Å, forces in eV/Å.

The calculation puts the orbital gap at 8.94 eV. Its energy above the lowest of the compared OMol25 structures with the same formula, charge and spin is 405.6 kJ/mol. The value obtained for the LUMO energy is 0.9 eV. The HOMO energy comes out at -8.089 eV. The multiplicity is 1. As for the SMILES: C=C/C=C(/C)N.O.

=====

DFT (ωB97M-V/def2-TZVPD) results for the molecule C5H11NO at a distorted geometry.

The geometry in XYZ format:
```
18
Properties=species:S:1:pos:R:3:forces:R:3
O 0.65162 0.77344 -3.23292 -0.20 -0.18 -0.09
C 0.27742 -0.02170 -2.41198 0.33 0.52 0.39
C 0.56723 0.13525 -0.92362 -1.24 -0.13 -0.25
C -0.81310 0.15667 -0.19823 0.06 0.38 0.34
C -0.67058 0.15073 1.31553 1.09 -0.46 1.29
C -0.19719 -1.20824 1.89771 -0.54 -0.93 -1.01
N 1.37833 1.29380 -0.71726 0.65 -0.69 0.13
H -0.35110 -0.88331 -2.68897 -0.02 -0.18 -0.04
H 1.03247 -0.80363 -0.60840 0.45 0.12 0.04
H -1.43187 -0.70035 -0.48258 0.06 0.00 -0.13
H -1.36046 1.06666 -0.46107 0.08 -0.03 -0.32
H 0.08275 0.85021 1.69415 -0.13 0.42 -0.57
H -1.57985 0.47414 1.82043 -0.20 -0.14 -0.20
H -1.01243 -1.73203 2.39905 0.10 0.12 0.28
H 0.06592 -1.89771 1.08159 -0.07 0.17 -0.04
H 0.69723 -1.23259 2.51539 -0.15 0.53 0.30
H 1.05366 2.08203 -1.23987 -0.06 0.39 -0.10
H 1.60996 1.49664 0.24104 -0.21 0.10 -0.03
```
Positions in Å, forces in eV/Å.

The calculation puts the orbital gap at 10.27 eV. Its energy above the lowest of the compared OMol25 structures with the same formula, charge and spin is 126.2 kJ/mol. The value obtained for the LUMO energy is 1.0 eV. The HOMO energy comes out at -9.274 eV. The multiplicity is 1. As for the SMILES: CCC[C@H](N)C=O.

=====

DFT (ωB97M-V/def2-TZVPD) results for the ion C5H11NO with charge +1 at a distorted geometry.

The geometry in XYZ format:
```
18
Properties=species:S:1:pos:R:3:forces:R:3
O -0.07938 1.72446 2.15627 -0.06 -0.19 0.10
C 0.12712 0.56711 2.28189 -0.25 -0.70 -0.31
N 0.75998 -0.20049 1.19573 0.81 1.43 0.13
C 1.03284 0.43468 -0.02500 0.97 0.39 -0.31
C -0.05845 0.30629 -1.13028 -0.65 -0.24 -0.28
C -0.18356 -1.18426 -1.50417 -0.87 0.32 -0.69
C -1.50422 -1.30992 -2.33470 0.96 0.82 0.04
H -0.08722 -0.11721 3.11135 -0.09 0.42 0.27
H 1.40294 -0.90790 1.54796 -0.25 -0.48 -0.31
H 1.96399 0.10898 -0.49143 -0.07 -0.49 0.36
H 1.13419 1.51570 0.16034 -0.42 0.04 0.18
H 0.20635 0.94649 -1.97509 0.59 -0.32 -0.02
H -0.99353 0.79155 -0.83991 -0.03 -0.49 0.65
H 0.66664 -1.50114 -2.10975 0.01 0.19 -0.16
H -0.14216 -1.86916 -0.65705 -0.39 0.31 0.35
H -1.92316 -2.30835 -2.29329 -0.04 -0.04 -0.19
H -2.23959 -0.55508 -2.04689 -0.15 -0.39 0.50
H -1.25661 -0.97874 -3.34126 -0.08 -0.57 -0.32
```
Positions in Å, forces in eV/Å.

The calculation puts the orbital gap (spin up / spin down) at 11.77 / 6.51 eV. The total charge is +1. Its energy above the lowest of the compared OMol25 structures with the same formula, charge and spin is 193.7 kJ/mol. The value obtained for the LUMO energy (spin up / spin down) is -3.8 / -9.1 eV. The HOMO energy (spin up / spin down) comes out at -15.597 / -15.575 eV. The multiplicity is 2.

=====

DFT (ωB97M-V/def2-TZVPD) results for the ion C5H11NO2 with charge -2 at a distorted geometry.

The geometry in XYZ format:
```
19
Properties=species:S:1:pos:R:3:forces:R:3
C 0.95921 -1.69916 -0.44074 -0.36 1.00 -0.24
N -0.25004 -0.98307 -0.88463 0.03 -0.34 -0.09
C -0.29373 0.43475 -0.48687 0.21 0.21 0.03
C -0.28813 0.66808 1.02698 -0.67 -0.47 -0.48
C -1.50099 0.04262 1.79322 0.21 0.39 0.26
O -1.71440 0.54179 3.04324 0.13 -0.07 0.00
C 0.82066 1.21990 -1.25414 -0.08 -0.44 -0.84
O 0.93563 0.84817 -2.57359 -0.13 0.03 0.23
H 1.68236 -1.00214 -0.00699 -0.03 -0.16 0.42
H 0.68092 -2.48717 0.26364 0.33 -0.08 0.01
H 1.48873 -2.05387 -1.31910 0.00 -0.63 -0.16
H -0.15501 -0.89010 -1.89583 0.09 0.09 -0.02
H -1.24340 0.80354 -0.89953 -0.03 0.00 0.11
H 0.65682 0.29766 1.43829 0.02 0.28 0.25
H -0.40331 1.74465 1.17689 0.38 0.09 0.20
H -2.35569 0.23716 1.10216 -0.22 -0.14 -0.12
H -1.36077 -1.06559 1.78354 0.02 -0.07 -0.12
H 1.78561 1.04213 -0.71512 -0.04 0.29 0.26
H 0.55554 2.30066 -1.15143 0.17 0.02 0.31
```
Positions in Å, forces in eV/Å.

The calculation puts the orbital gap at 5.89 eV. The total charge is -2. Its energy above the lowest of the compared OMol25 structures with the same formula, charge and spin is 75.8 kJ/mol. The value obtained for the LUMO energy is 6.8 eV. The HOMO energy comes out at 0.905 eV. The multiplicity is 1. As for the SMILES: CN[C@H](C[O-])CC[O-].

=====

DFT (ωB97M-V/def2-TZVPD) results for a cluster of 2 separate species, C5H11NO2 in total at a distorted geometry.

The geometry in XYZ format:
```
19
Properties=species:S:1:pos:R:3:forces:R:3
C 0.25249 1.76624 0.78870 -0.91 0.05 0.04
C 1.14688 -1.29637 -1.41810 -0.16 0.00 -0.10
C 0.37668 0.30835 0.39857 3.19 0.92 -2.53
N 0.86986 -0.47499 1.45233 -0.17 -2.27 2.10
C 0.65443 0.01797 -0.93183 0.38 0.23 2.40
H 1.75714 -0.96973 1.50824 0.45 0.98 -1.28
H 0.31475 -1.24361 1.82043 -1.01 0.61 -0.09
H 0.57087 0.80622 -1.67010 -0.43 -0.03 0.09
H 1.23140 2.21818 0.96955 -0.04 -0.15 -0.01
H -0.26080 2.33449 0.00887 0.08 0.04 -0.02
H -0.33513 1.85713 1.70700 0.10 0.02 -0.06
H 0.95740 -1.40693 -2.48671 0.07 -0.02 0.08
H 0.66166 -2.12870 -0.90038 0.11 0.06 0.07
H 2.22694 -1.36317 -1.24255 -0.06 -0.13 -0.03
C -1.70686 -0.34634 -0.08078 -3.62 -0.23 -4.02
O -2.53112 0.30996 0.78725 1.19 0.09 -0.08
O -1.82793 -0.11595 -1.32190 0.11 -0.49 3.28
H -2.85250 1.08119 0.28814 -0.03 -0.15 0.06
H -1.50614 -1.35397 0.32328 0.76 0.48 0.08
```
Positions in Å, forces in eV/Å.

The calculation puts the orbital gap at 8.92 eV. Its energy above the lowest of the compared OMol25 structures with the same formula, charge and spin is 298.2 kJ/mol. The value obtained for the LUMO energy is 0.4 eV. The HOMO energy comes out at -8.510 eV. The multiplicity is 1. As for the SMILES: C/C=C(/C)N.O=CO.

=====

DFT (ωB97M-V/def2-TZVPD) results for a structure of composition C5H11NO2 at a distorted geometry.

The geometry in XYZ format:
```
19
Properties=species:S:1:pos:R:3:forces:R:3
C 0.02108 0.91189 -0.11902 -3.72 -0.76 -1.56
C 0.43695 -0.45103 -0.31767 5.38 0.78 1.64
C -2.64733 0.51180 -0.21949 -0.02 0.50 0.27
C 0.02676 -1.56659 0.59863 -0.13 0.17 -0.13
C 2.97780 0.24308 -0.54537 -0.02 -0.11 -0.43
O -1.45623 0.24211 -0.90254 0.53 1.72 0.66
O -0.15967 1.42570 1.10485 0.01 -0.11 -0.35
N 2.09624 0.05049 0.32218 -1.49 -1.77 -0.26
H 0.14153 0.79671 1.77579 -0.08 -0.06 -0.08
H 0.31291 1.66361 -0.85114 -0.15 -0.21 0.16
H 0.65180 -0.72044 -1.34680 -0.27 0.12 0.07
H -2.83419 -0.18853 0.60750 0.00 -0.04 -0.05
H -2.64915 1.52819 0.20938 -0.02 -0.20 -0.03
H -3.49484 0.46634 -0.91137 0.09 -0.13 -0.04
H -0.78069 -2.12604 0.13014 0.01 -0.04 0.02
H 0.87881 -2.22101 0.77757 -0.04 -0.01 -0.03
H -0.33586 -1.21121 1.56328 0.02 0.02 0.01
H 4.01890 0.38943 -0.24294 -0.08 0.31 0.05
H 2.79517 0.25552 -1.63299 0.00 -0.18 0.07
```
Positions in Å, forces in eV/Å.

The calculation puts the orbital gap at 9.38 eV. Its energy above the lowest of the compared OMol25 structures with the same formula, charge and spin is 465.3 kJ/mol. The value obtained for the LUMO energy is 0.9 eV. The HOMO energy comes out at -8.482 eV. The multiplicity is 1.

=====

DFT (ωB97M-V/def2-TZVPD) results for the molecule C5H11NO2 at a distorted geometry.

The geometry in XYZ format:
```
19
Properties=species:S:1:pos:R:3:forces:R:3
C 0.37779 0.34475 -0.80180 -1.20 -0.94 -0.21
C 0.37004 -0.60303 0.36943 -2.30 0.41 2.18
C -1.14176 -0.44939 1.17589 2.39 -1.67 0.57
C 1.50964 -0.36842 1.34031 0.28 -0.30 -0.12
C -1.15543 0.59569 -1.01919 1.11 0.18 -4.48
N 1.03587 -0.20837 -1.98541 -0.50 0.05 0.04
O -1.41211 1.93280 -0.87058 -1.72 0.39 0.29
O -1.83020 -0.09553 -1.78468 1.01 1.51 2.58
H -1.40365 2.35362 0.00387 0.38 -0.66 -0.21
H 0.85334 1.29980 -0.56098 -0.16 -0.17 0.08
H 0.33030 -1.65344 0.06568 0.12 0.21 -0.23
H 0.84087 0.40937 -2.77346 0.26 -0.06 0.13
H 0.56685 -1.08079 -2.23887 0.13 0.19 0.17
H 2.43782 -0.74151 0.89049 -0.04 0.21 0.13
H -0.91480 -0.84236 2.17204 0.01 -0.07 0.04
H -1.83000 -1.19224 0.76340 -0.09 0.57 -0.23
H -1.61950 0.50124 1.42439 0.27 0.19 -0.73
H 1.35919 -0.90108 2.28263 0.04 0.06 -0.09
H 1.62574 0.69888 1.54682 0.01 -0.10 0.08
```
Positions in Å, forces in eV/Å.

The calculation puts the orbital gap at 10.10 eV. Its energy above the lowest of the compared OMol25 structures with the same formula, charge and spin is 187.5 kJ/mol. The value obtained for the LUMO energy is 0.6 eV. The HOMO energy comes out at -9.494 eV. The multiplicity is 1. As for the SMILES: CC(C)[C@@H](N)C(=O)O.

=====

Number 1: E -8897.4937 eV. Number 2: E -8900.3890 eV. Number 3: E -8891.3291 eV. Number 4: E -10944.4567 eV. Number 5: E -10946.1766 eV. Number 6: E -10944.4441 eV. Number 7: E -10947.3233 eV.